{
  "formula": "C16H50O9",
  "method": "wB97M-V/def2-TZVPD",
  "homo_ev": -9.313,
  "homo_lumo_gap_ev": 9.6,
  "relative_energy_ev": 5.129,
  "charge": 0,
  "smiles": "CCO.CCO.CCO.CCO.CCO.CCO.CCO.CO.CO",
  "elements": ["C", "C", "O", "H", "H", "H", "H", "H", "H", "C", "C", "O", "H", "H", "H", "H", "H", "H", "C", "C", "O", "H", "H", "H", "H", "H", "H", "C", "C", "O", "H", "H", "H", "H", "H", "H", "C", "C", "O", "H", "H", "H", "H", "H", "H", "C", "C", "O", "H", "H", "H", "H", "H", "H", "C", "C", "O", "H", "H", "H", "H", "H", "H", "C", "O", "H", "H", "H", "H", "C", "O", "H", "H", "H", "H"],
  "coordinates": [[-2.860348, -2.478481, -1.946599], [-3.723386, -1.995318, -0.836971], [-3.277103, -0.719044, -0.401223], [-3.237385, -3.451417, -2.110684], [-1.802412, -2.722001, -1.690991], [-3.025309, -2.055957, -2.928950], [-3.666869, -2.638348, -0.000727], [-4.782393, -1.876290, -1.033498], [-4.053385, -0.388670, 0.045151], [-0.683625, -3.691247, 1.076944], [0.697225, -3.252471, 1.592245], [1.482613, -4.440081, 1.455306], [-1.380778, -2.934648, 1.008170], [-1.133700, -4.484427, 1.577379], [-0.592331, -4.169882, 0.093670], [0.742014, -3.084204, 2.685086], [1.133123, -2.473712, 1.021036], [2.309387, -4.191310, 0.951077], [0.980761, -1.606654, -1.781759], [0.813617, -0.239556, -1.171475], [-0.584165, 0.021281, -1.187672], [0.501397, -1.845466, -2.677125], [0.569423, -2.373112, -1.066551], [2.013112, -1.934505, -1.821386], [1.321324, 0.527926, -1.883220], [1.305424, -0.190120, -0.196213], [-0.719410, 0.611720, -0.487115], [3.208165, 2.984485, -1.804004], [3.140221, 2.519791, -0.314494], [3.261471, 3.541455, 0.626573], [4.126625, 3.455422, -2.158895], [2.375010, 3.578222, -2.004199], [2.920146, 2.222097, -2.531855], [3.981388, 1.781622, -0.202787], [2.303155, 1.922466, -0.064899], [3.208844, 3.247704, 1.561841], [-2.175791, 2.592516, 0.266034], [-0.738513, 3.131048, 0.381623], [0.090279, 2.136375, 0.916440], [-2.910702, 3.337810, 0.159200], [-2.444723, 2.056508, 1.180166], [-2.296302, 1.886923, -0.485141], [-0.777756, 4.006247, 1.040306], [-0.431433, 3.418420, -0.542333], [0.928800, 2.440096, 1.395318], [-1.999569, 1.720765, -5.001837], [-1.848883, 0.889645, -3.704179], [-2.985790, 0.705109, -2.872003], [-2.557782, 1.193471, -5.729756], [-1.024661, 2.090746, -5.357468], [-2.574133, 2.694972, -4.967892], [-1.177127, 1.412251, -3.030914], [-1.415384, -0.053896, -3.985111], [-2.844395, -0.119920, -2.397777], [-2.571087, -0.822571, 2.756813], [-1.100753, -0.676977, 2.548457], [-0.819972, 0.655096, 2.916083], [-2.808530, -0.705529, 3.815799], [-2.799413, -1.891567, 2.526645], [-3.130503, -0.084568, 2.199199], [-0.697196, -0.822544, 1.567174], [-0.580335, -1.362738, 3.179664], [-0.531851, 1.224612, 2.159192], [4.114457, -1.938302, 1.446327], [3.708504, -0.618304, 1.275044], [4.194408, -2.368664, 0.488976], [3.333322, -2.516430, 1.902836], [5.080998, -2.072430, 1.891328], [4.342448, 0.095551, 1.360317], [2.053889, 1.514565, 3.059894], [1.911034, 2.907859, 3.007200], [1.596514, 0.997308, 2.301975], [1.484131, 1.388282, 3.981884], [3.083085, 1.104711, 3.242654], [2.448871, 3.276285, 3.716678]],
  "forces_ev_per_angstrom": [[0.340, -1.362, -0.176], [0.427, 1.359, 0.118], [-0.028, 0.340, 0.119], [-0.524, -1.598, -0.357], [-0.694, 1.051, -0.084], [0.375, 0.797, -0.012], [0.212, -1.209, 0.942], [-0.271, -0.443, -0.865], [0.028, 0.771, 0.369], [1.844, -0.124, -1.182], [-1.038, -2.489, 1.034], [2.438, 0.171, -1.284], [-1.447, 1.864, -0.191], [-0.426, -1.273, 1.801], [0.402, 0.579, -0.187], [-0.469, 0.690, -0.597], [0.145, 1.083, -0.358], [-1.412, -0.687, 0.898], [0.702, -1.719, 2.972], [0.420, 0.767, -2.750], [1.009, -1.291, -0.598], [-0.757, 0.376, -1.691], [0.011, 0.716, -0.443], [0.478, 0.329, -0.361], [-0.522, -0.970, 1.268], [-0.307, 0.089, 0.067], [-0.720, 1.422, 1.605], [-0.305, -0.881, 0.788], [2.461, -1.407, -0.871], [0.363, 1.307, 0.346], [-0.061, -0.018, 0.505], [-1.188, 2.013, 0.002], [0.682, -0.862, 0.461], [-0.227, 0.502, 0.003], [-1.318, -0.490, -0.500], [-0.292, -0.047, -1.087], [1.204, -0.329, 2.050], [-2.316, 0.301, 2.610], [1.942, -0.674, 0.892], [-0.670, 1.229, -0.367], [0.151, 0.140, 0.221], [-0.150, -1.180, -1.789], [0.257, -0.053, -0.051], [1.267, 0.926, -2.800], [-2.011, 0.375, -1.313], [-0.742, 1.700, 1.021], [0.280, 1.636, 0.278], [-0.741, -0.012, -1.186], [-0.120, -0.848, -1.076], [-0.142, -0.791, -0.019], [0.376, -0.960, 0.864], [0.809, 0.019, -0.360], [0.281, -0.549, -0.053], [0.009, 0.264, 0.361], [-0.251, -2.031, 0.020], [-0.210, 1.751, 0.241], [0.777, 1.052, 0.470], [0.168, 0.177, -0.004], [-0.572, 0.788, -0.179], [-0.187, -0.172, -0.305], [-0.376, -0.429, -1.013], [0.519, -0.432, 0.735], [-0.404, -0.813, 0.458], [0.345, 0.090, -0.378], [-1.287, 1.120, 0.141], [0.327, -0.718, -1.585], [-0.231, 0.031, 0.959], [0.348, 0.018, 0.754], [0.519, -0.579, 0.076], [1.218, -0.307, 4.559], [1.067, 1.657, -1.361], [-0.913, -0.898, -1.937], [0.018, -1.726, -0.077], [-0.615, 0.728, -0.496], [-0.274, 0.141, -0.066]]
}